This record from OMol25 describes a 11-piece molecular cluster, C39H66O35P2 overall at a distorted geometry. The level of theory is ωB97M-V with the def2-TZVPD basis set.

Summary:
Energy = -4842.07417 a.u.
Kohn-Sham gap = 10.2 eV
SMILES = CCOP(=O)(OCC)OCC.CCOP(=O)(OCC)OCC.O=C1OCCO1.O=C1OCCO1.O=C1OCCO1.O=C1OCCO1.O=C1OCCO1.O=C1OCCO1.O=C1OCCO1.O=C1OCCO1.O=C1OCCO1
Energy relative to the best compared isomer or geometry (same formula, charge and spin) = 0.0 kcal/mol

Atoms and positions in Å:
C 4.47380 -3.55121 -0.55588
C 4.20039 -4.98555 -0.96023
O 3.39986 -4.83443 -2.13282
C 3.40845 -3.56700 -2.54245
O 2.76009 -3.18631 -3.46997
O 4.15855 -2.79488 -1.73008
H 5.54805 -3.51348 -0.38040
H 3.82442 -3.23115 0.25427
H 3.67121 -5.51961 -0.16990
H 5.04126 -5.63866 -1.19866
C -3.48620 -1.24223 4.71629
C -2.73918 -2.20097 5.72188
O -1.78410 -2.84702 4.87169
C -1.69309 -2.20840 3.70061
O -0.97263 -2.48727 2.79606
O -2.56724 -1.20329 3.66303
H -3.54304 -0.27362 5.20708
H -4.47934 -1.60575 4.46088
H -3.38911 -2.91976 6.20733
H -2.22710 -1.57169 6.44603
C 1.64464 -0.65106 -0.27733
C 0.10387 -0.58847 -0.11645
O -0.34499 -0.88381 -1.44295
C 0.67166 -0.77627 -2.32288
O 0.60731 -0.93818 -3.49928
O 1.79895 -0.46275 -1.67222
H 2.01967 -1.63195 0.00605
H 2.03786 0.19643 0.27198
H -0.22032 0.43352 0.08692
H -0.26068 -1.32964 0.59154
C 5.35445 0.01035 0.54426
C 5.44304 1.31075 1.33755
O 4.86203 0.98615 2.58615
C 4.19556 -0.18100 2.47864
O 3.58673 -0.70375 3.35335
O 4.23459 -0.60679 1.18903
H 6.21825 -0.65087 0.49649
H 5.12944 0.28359 -0.48795
H 4.81664 2.08050 0.88309
H 6.46626 1.68529 1.34599
C -2.90569 -2.43035 -0.10351
C -2.66339 -3.26110 -1.37405
O -3.52511 -2.64799 -2.29691
C -4.56516 -2.09768 -1.60854
O -5.56336 -1.65261 -2.06335
O -4.27217 -2.06999 -0.30945
H -2.23827 -1.57071 -0.06599
H -2.74396 -3.01734 0.79692
H -2.88514 -4.31917 -1.19812
H -1.62445 -3.22877 -1.70034
C -1.15782 -6.54775 0.08357
C -1.31856 -6.13416 1.55136
O -0.11925 -5.46031 1.80730
C 0.39803 -5.02266 0.65258
O 1.28641 -4.23540 0.51612
O -0.29801 -5.49044 -0.38645
H -2.13358 -6.58084 -0.39870
H -0.70832 -7.52517 -0.09173
H -1.48569 -6.99967 2.18881
H -2.18725 -5.46977 1.59474
C 2.15908 3.86244 -2.35088
C 0.80985 3.15944 -2.38348
O 0.77952 2.45124 -1.13503
C 1.74014 2.90138 -0.32972
O 1.91464 2.48227 0.77323
O 2.53768 3.79353 -0.95961
H 2.14240 4.89182 -2.69710
H 2.96990 3.32543 -2.84390
H 0.73858 2.45516 -3.20731
H -0.00915 3.87416 -2.33852
C 3.10591 -0.24626 -5.39314
C 4.04557 0.50000 -4.40822
O 5.19963 0.66167 -5.24191
C 4.85483 0.54714 -6.54073
O 5.57497 0.83269 -7.44214
O 3.59619 0.10301 -6.67786
H 2.11280 0.19117 -5.30407
H 3.08850 -1.30854 -5.16538
H 4.27893 -0.12583 -3.54932
H 3.68590 1.46734 -4.05570
C 0.72780 -3.18180 -6.06522
C 0.33644 -4.55862 -5.51186
O 1.09456 -5.46715 -6.31246
C 1.53999 -4.83351 -7.39706
O 2.23290 -5.32863 -8.22641
O 1.18497 -3.52084 -7.36871
H 1.49035 -2.80283 -5.38754
H -0.13336 -2.51993 -6.02904
H -0.74083 -4.72693 -5.47034
H 0.69555 -4.71289 -4.49415
C 1.19948 5.55289 7.63542
C -0.04816 5.04477 6.90048
O 0.17893 3.81522 6.20040
P 1.07200 3.77465 4.88645
O 2.37175 4.47320 4.93780
O 1.25929 2.20142 4.57841
C 0.08289 1.40751 4.54221
C 0.22201 0.46235 3.36555
O 0.01809 4.29335 3.78793
C 0.40041 4.38170 2.40471
C -0.47025 5.41720 1.68825
H 2.04329 5.53984 6.94722
H 1.03646 6.55979 8.01524
H 1.46648 4.87685 8.44817
H -0.80893 4.88488 7.66258
H -0.42452 5.81107 6.22234
H -0.03896 0.86113 5.48398
H -0.86502 1.94578 4.43680
H 0.50890 1.04552 2.48632
H 1.02772 -0.26601 3.48491
H -0.67680 -0.10788 3.12714
H 1.47020 4.58728 2.36272
H 0.23068 3.43901 1.87997
H -1.49327 5.35052 2.05174
H -0.07855 6.42694 1.81223
H -0.43899 5.20064 0.62026
C -3.22198 0.36720 -4.04157
C -2.61215 1.23496 -2.97232
O -3.54354 2.09683 -2.31683
P -3.33006 2.59052 -0.82315
O -1.92375 2.82367 -0.45058
O -4.20685 3.89456 -0.64827
C -5.60673 3.92313 -1.02283
C -6.29435 4.90480 -0.12300
O -4.11241 1.45352 -0.01547
C -4.22141 1.44820 1.40634
C -2.92409 0.91083 1.98111
H -3.75468 0.98296 -4.77159
H -2.42009 -0.09982 -4.61523
H -3.86309 -0.40497 -3.62513
H -2.25381 0.53193 -2.20918
H -1.66982 1.71415 -3.24398
H -5.70159 4.17501 -2.08085
H -5.98985 2.90254 -0.94400
H -6.06597 5.93555 -0.38681
H -7.38301 4.83677 -0.19958
H -6.07171 4.63985 0.91051
H -4.40403 2.44842 1.80796
H -5.05514 0.79076 1.64860
H -2.74358 -0.14644 1.77597
H -2.07959 1.47850 1.58651
H -2.80546 0.98294 3.06668